Computed, not measured: a structure of composition C15H25F3MoO10 in a non-equilibrium geometry, with ωB97M-V with the def2-TZVPD basis set.

As for the spin multiplicity: 3. For the HOMO-LUMO gap (spin up / spin down), the calculation gives 7.816 / 8.393 eV. The total charge is +2.

Structure (XYZ):
```
54
Properties=species:S:1:pos:R:3:forces:R:3:mulliken_charge:R:1
Mo 0.616411 -0.474696 -0.169357 -1.18 -0.86 0.34 1.115
C 0.426094 -2.778688 -2.154452 0.04 0.10 0.14 -0.577
C -1.007117 -2.653597 -1.681348 -0.02 0.00 -0.02 -0.663
O -1.017377 -1.884496 -0.455771 0.06 0.15 0.09 0.186
C -1.561863 -2.475630 0.755647 0.09 0.09 0.08 -0.487
C -1.800902 -1.298763 1.673125 -0.07 -0.02 -0.09 -0.924
O -0.590408 -0.551712 1.865218 0.57 0.06 -0.33 0.215
C 0.208497 -0.884926 3.050279 -0.01 0.02 0.04 -0.164
C 0.668299 0.409006 3.704009 -0.02 0.01 0.04 -1.094
O 1.037615 1.344373 2.709112 -0.01 -0.11 -0.02 -0.233
C 0.063497 2.345040 2.486712 -0.03 0.08 0.00 -0.495
C 0.124775 2.820062 1.070129 0.06 -0.07 -0.07 -1.022
O -0.372381 1.801768 0.146960 -0.05 -0.04 0.05 0.074
C -0.862742 2.408418 -1.050903 0.01 -0.03 -0.04 -0.562
C -1.557584 1.309656 -1.789359 0.02 -0.01 0.01 -0.772
O -0.583987 0.246464 -1.950832 0.28 0.09 0.07 -0.010
C 0.007416 0.150663 -3.273463 -0.06 -0.02 0.03 -0.603
C 1.297663 -0.624997 -3.094668 -0.04 0.05 0.09 -0.691
O 1.112436 -1.506137 -1.966054 0.30 0.14 -0.10 -0.109
H 0.482896 -3.057140 -3.204000 0.00 -0.01 -0.05 0.603
H 0.983045 -3.497154 -1.561425 0.05 -0.04 0.01 0.194
H -1.439390 -3.637032 -1.508405 0.00 -0.04 0.03 0.675
H -1.625300 -2.114892 -2.393882 -0.08 0.02 -0.03 0.174
H -0.830486 -3.172425 1.162769 0.01 -0.07 0.00 0.264
H -2.490109 -2.989261 0.515276 -0.07 0.01 0.00 0.623
H -2.196691 -1.618415 2.634428 -0.02 -0.06 0.03 0.531
H -2.510929 -0.610840 1.214590 -0.05 0.02 0.00 0.262
H 1.046393 -1.492497 2.725232 0.02 0.00 0.01 0.072
H -0.408266 -1.464471 3.734790 -0.03 -0.03 0.01 0.587
H 1.538078 0.203247 4.328274 -0.02 -0.04 0.02 0.400
H -0.116301 0.815396 4.343922 0.00 0.05 0.01 0.434
H 0.249624 3.210247 3.130351 0.01 0.00 0.06 0.465
H -0.939526 1.969595 2.700241 -0.04 -0.01 0.01 0.319
H 1.133346 3.099211 0.771162 0.08 0.02 -0.03 0.284
H -0.525077 3.690280 0.982067 -0.02 0.03 -0.06 0.591
H -0.033084 2.820928 -1.632127 0.04 0.05 0.00 0.282
H -1.556220 3.213957 -0.810618 -0.07 0.02 0.01 0.562
H -1.929878 1.612327 -2.765056 -0.02 0.03 -0.03 0.532
H -2.372482 0.895333 -1.199909 -0.06 -0.04 0.01 0.293
H 0.201952 1.146157 -3.669335 0.02 0.03 -0.02 0.510
H -0.706159 -0.361876 -3.917419 -0.06 -0.01 -0.03 0.338
H 2.129668 0.017249 -2.813074 0.05 0.01 0.01 0.236
H 1.575264 -1.200677 -3.973568 0.00 -0.03 -0.05 0.536
F 5.134992 0.169269 1.095109 0.00 -0.01 -0.01 -0.246
C 4.039344 0.651295 1.658744 -0.14 -0.02 0.12 0.882
F 3.396328 -0.365212 2.278041 0.09 0.04 -0.02 -0.225
F 4.359948 1.556189 2.561722 0.03 0.04 0.07 -0.244
C 3.134594 1.287824 0.574020 0.83 0.06 0.03 0.328
O 3.404117 2.306523 0.031291 -0.10 0.23 0.02 -0.455
O 2.082975 0.549141 0.273260 -0.32 -0.08 -0.34 -0.835
O 3.391962 -1.789623 -0.459872 -0.15 -0.16 0.20 -0.388
C 2.708459 -2.386743 0.316836 0.41 -0.05 -0.28 -0.137
O 1.416755 -2.062193 0.594138 -0.35 0.41 -0.10 -0.011
H 3.018768 -3.273491 0.879266 0.02 0.00 0.07 0.381
```
Forces are in eV/Å.



Computed, not measured: a structure of composition C15H25FeN2OS, with ωB97M-V with the def2-TZVPD basis set.

As for the spin multiplicity: 2. For the HOMO-LUMO gap (spin up / spin down), the calculation gives 7.843 / 8.386 eV. The total charge is +2. For the energy above the lowest of the compared OMol25 structures with the same formula, charge and spin, the calculation gives 25.2 kJ/mol.

Structure (XYZ):
```
45
Properties=species:S:1:pos:R:3:forces:R:3:mulliken_charge:R:1
Fe -1.305322 -0.137235 0.423639 -0.20 0.06 -0.13 -0.015
C -2.313611 -1.964187 -0.053135 0.04 -0.08 0.06 -0.738
C -2.917794 -0.963164 -0.839039 -0.03 0.11 0.11 -0.361
C -3.402111 0.038241 0.028633 0.05 -0.17 0.11 -0.509
C -3.153922 -0.386930 1.376019 0.08 0.00 -0.11 -0.464
C -2.467667 -1.617061 1.325619 -0.03 0.08 -0.10 -0.356
H -1.876155 -2.877686 -0.425121 0.02 0.02 0.00 0.741
H -2.941269 -0.934614 -1.917353 0.02 0.04 -0.01 0.550
H -3.912356 0.941160 -0.264767 0.00 -0.01 -0.01 0.746
H -3.413847 0.164005 2.266360 0.00 -0.01 0.01 0.479
H -2.109034 -2.187647 2.167332 -0.01 0.00 0.01 0.504
C -0.030019 3.048412 1.700767 0.02 0.01 -0.03 -0.890
S -1.524311 2.183892 1.181343 0.07 -0.07 0.08 0.226
C -1.865847 3.131813 -0.317195 -0.01 0.03 0.04 -0.890
H -0.307236 4.092451 1.833649 -0.01 0.01 -0.03 0.513
H 0.758362 2.960198 0.955628 -0.01 -0.01 0.05 0.136
H 0.294325 2.652262 2.658000 -0.09 0.06 -0.06 0.354
H -1.128449 2.920828 -1.084753 0.01 0.01 -0.01 0.134
H -1.834251 4.182016 -0.034556 -0.02 0.01 -0.02 0.458
H -2.865971 2.902231 -0.674291 0.02 -0.04 0.01 0.321
C 1.550817 1.768985 -2.038507 0.00 0.04 -0.03 -1.087
C 0.550879 0.667371 -2.042668 -0.12 -0.16 -0.17 0.833
C 0.592974 -0.318006 -3.164110 0.01 0.02 0.04 -1.247
O -0.324226 0.600753 -1.179427 0.20 -0.01 0.18 -0.188
H 1.421933 2.370618 -2.943058 0.01 0.00 0.00 0.370
H 2.555682 1.347255 -2.101270 0.01 0.01 0.02 0.433
H 1.460285 2.401864 -1.159643 -0.01 -0.03 -0.03 0.123
H 1.613583 -0.532655 -3.476473 0.00 0.00 0.01 0.407
H 0.090891 0.136167 -4.024541 0.00 0.00 -0.01 0.373
H 0.065005 -1.232324 -2.903587 -0.02 0.00 -0.03 0.304
C 2.811642 -3.566203 -0.397703 0.02 0.02 0.00 -1.299
C 2.139067 -2.438591 0.302823 0.02 0.02 0.05 0.605
C 2.563703 -1.602755 1.314165 0.01 -0.02 -0.07 -1.171
C 1.480396 -0.775218 1.622240 -0.08 -0.07 0.22 0.718
N 0.431489 -1.086567 0.854321 -0.02 0.30 -0.16 0.470
N 0.866702 -2.085573 0.039093 0.01 -0.06 -0.02 0.097
C 1.429338 0.282823 2.668101 -0.03 -0.06 0.02 -1.339
H 3.885865 -3.511983 -0.241494 0.00 0.00 0.00 0.368
H 2.619791 -3.543737 -1.470548 -0.01 -0.01 0.00 0.362
H 2.463571 -4.522802 -0.006128 0.00 0.00 0.00 0.306
H 3.528068 -1.604818 1.792093 0.01 0.00 -0.01 0.512
H 0.239258 -2.557606 -0.587817 -0.02 0.06 0.01 0.173
H 2.096436 0.024425 3.487694 0.00 -0.02 0.01 0.494
H 0.423645 0.388787 3.080574 0.02 0.00 -0.04 0.267
H 1.759690 1.240806 2.269092 0.06 -0.09 0.01 0.177
```
Forces are in eV/Å.



Computed, not measured: an isolated molecule of C15H25NO2, with ωB97M-V with the def2-TZVPD basis set.

For the HOMO-LUMO gap, the calculation gives 9.130 eV. For the energy above the lowest of the compared OMol25 structures with the same formula, charge and spin, the calculation gives 120.0 kJ/mol.

Structure (XYZ):
```
43
Properties=species:S:1:pos:R:3:forces:R:3:mulliken_charge:R:1
C -4.500843 -1.689767 1.574755 -0.06 -0.05 -0.16 -1.045
H -3.438523 -1.637329 1.797261 0.10 -0.01 0.08 0.296
H -5.034801 -1.051995 2.276149 -0.03 0.03 0.09 0.326
H -4.835037 -2.715674 1.712147 -0.01 -0.11 0.09 0.320
C -4.756373 -1.232546 0.138009 0.10 0.00 0.15 -0.767
C -4.311948 0.188541 -0.059225 0.09 -0.20 -0.11 0.465
C -5.215363 1.234963 -0.020414 0.12 -0.02 -0.02 -0.487
C -4.804991 2.549239 -0.178134 -0.02 0.18 0.00 -0.669
C -3.467004 2.821142 -0.380724 -0.12 0.06 0.01 -0.674
C -2.541197 1.790801 -0.423436 0.30 -0.19 -0.02 -0.746
C -2.951605 0.474310 -0.258063 -0.22 0.16 0.02 0.906
O -2.113903 -0.603003 -0.277511 -0.29 -0.02 0.05 -0.256
C -0.739188 -0.399846 -0.518983 0.37 -0.15 -0.01 -0.764
C -0.066453 -1.769781 -0.482067 -0.09 0.25 -0.18 -0.657
C 1.378609 -1.742461 -0.975465 -0.11 0.11 0.32 -0.856
C 2.306047 -0.911847 -0.092165 0.25 -0.12 -0.37 -0.047
C 3.766395 -1.028982 -0.552324 -0.26 -0.07 0.15 -1.117
N 4.729954 -0.290873 0.238429 0.18 -0.01 0.22 -0.215
H 4.686634 -0.593303 1.207860 0.02 0.02 -0.09 0.224
C 4.629479 1.157524 0.170914 0.23 0.21 0.23 -0.371
C 5.921009 1.747855 0.741729 -0.35 0.00 0.01 -0.554
O 7.043445 1.268745 0.050841 0.31 -0.12 -0.22 -0.535
H 6.881489 0.328365 -0.110446 -0.06 0.02 0.03 0.347
H 5.995294 1.493081 1.811368 -0.08 0.09 -0.05 0.279
H 5.923712 2.835698 0.643459 -0.06 -0.06 0.08 0.341
H 3.766834 1.575436 0.712950 0.04 -0.02 -0.09 0.265
H 4.545720 1.434768 -0.883401 -0.02 0.04 0.03 0.346
H 3.851817 -0.679997 -1.585659 0.00 -0.09 -0.02 0.331
H 4.067884 -2.080867 -0.526747 -0.08 0.01 -0.13 0.332
H 2.004982 0.136433 -0.124629 -0.02 0.07 0.10 0.209
H 2.228456 -1.255033 0.943225 -0.02 0.04 0.08 0.280
H 1.750629 -2.769076 -1.008287 0.02 -0.02 -0.09 0.372
H 1.405895 -1.349578 -1.994426 0.03 -0.05 -0.10 0.315
H -0.650698 -2.441785 -1.113457 -0.05 -0.02 0.04 0.352
H -0.107035 -2.155910 0.537920 -0.03 -0.06 0.03 0.266
H -0.314817 0.260022 0.249455 -0.06 0.00 -0.11 0.487
H -0.590372 0.064583 -1.504780 -0.02 0.02 0.09 0.478
H -1.501339 2.028754 -0.585345 0.09 -0.02 -0.01 0.403
H -3.130334 3.839453 -0.508380 0.03 0.07 -0.01 0.371
H -5.526648 3.351301 -0.144909 -0.06 0.07 0.00 0.381
H -6.262265 1.015116 0.133453 -0.11 -0.06 0.01 0.376
H -5.821266 -1.316389 -0.087354 0.04 0.00 -0.08 0.432
H -4.202296 -1.880108 -0.543582 -0.12 -0.03 -0.04 0.258
```
Forces are in eV/Å.



Computed, not measured: an isolated molecule of C15H25NO4, with ωB97M-V with the def2-TZVPD basis set.

For the HOMO-LUMO gap, the calculation gives 8.738 eV. For the energy above the lowest of the compared OMol25 structures with the same formula, charge and spin, the calculation gives 96.4 kJ/mol.

Structure (XYZ):
```
45
Properties=species:S:1:pos:R:3:forces:R:3:mulliken_charge:R:1
C 5.047478 2.125966 1.435583 -0.26 0.00 -0.33 -1.011
C 4.030654 2.641110 0.420130 0.15 0.17 0.36 -0.385
O 3.918227 1.806101 -0.712380 -0.02 -0.17 -0.22 -0.482
C 3.244613 0.621343 -0.615738 -0.07 -0.13 -0.04 0.588
C 2.515441 0.185061 0.480548 0.25 0.36 -0.08 -0.284
C 1.850567 -1.032711 0.451129 -0.14 -0.40 -0.07 -0.275
C 1.905951 -1.838464 -0.675166 0.14 0.12 0.00 0.002
C 2.634726 -1.397449 -1.781723 -0.14 -0.09 0.17 -0.593
C 3.290818 -0.189712 -1.752280 0.02 0.15 0.16 -0.508
H 3.852355 0.155527 -2.605669 0.07 0.04 -0.11 0.411
H 2.670204 -2.025593 -2.657680 0.01 -0.07 -0.11 0.408
O 1.300978 -3.059682 -0.821614 0.03 0.22 -0.21 -0.433
C 0.628872 -3.651110 0.265788 -0.58 -0.02 0.25 -0.716
C -0.863230 -3.282933 0.362891 0.41 -0.23 -0.03 -0.541
O -1.104656 -1.963263 0.788106 0.08 0.15 0.14 -0.379
C -1.392672 -1.042632 -0.252178 -0.14 0.43 -0.12 -0.383
C -1.509470 0.357850 0.362686 0.20 -0.41 -0.12 -0.665
N -2.455584 0.469658 1.455531 0.00 -0.16 0.34 -0.393
H -2.208020 -0.227898 2.151617 -0.04 0.13 -0.03 0.283
C -3.855231 0.301654 1.100586 -0.06 0.31 -0.22 -0.633
C -4.346381 1.432204 0.197136 -0.16 -0.16 0.29 -0.691
O -4.079419 1.112982 -1.152155 0.11 -0.25 0.04 -0.226
C -4.482505 2.117774 -2.042824 -0.03 0.08 -0.03 -0.782
H -3.955247 3.060341 -1.846816 -0.02 -0.01 -0.03 0.323
H -5.562566 2.301510 -1.973779 0.03 0.01 -0.02 0.299
H -4.237547 1.766543 -3.043237 -0.04 0.09 -0.03 0.234
H -3.841753 2.368200 0.477526 -0.04 -0.05 0.00 0.361
H -5.430913 1.570494 0.330799 0.09 0.01 -0.03 0.524
H -4.423772 0.332303 2.033391 -0.03 -0.05 -0.09 0.453
H -4.073252 -0.650511 0.594240 -0.08 0.03 0.04 0.269
H -1.794566 1.051653 -0.427900 0.13 0.01 0.00 0.300
H -0.531629 0.648271 0.755094 0.01 0.01 -0.14 0.187
H -2.335218 -1.321757 -0.744086 0.09 -0.03 0.01 0.554
H -0.598188 -1.036036 -1.007942 -0.05 -0.02 0.04 0.279
H -1.314717 -3.942226 1.113587 0.04 -0.04 -0.12 0.394
H -1.342626 -3.469626 -0.605365 0.00 -0.03 0.04 0.345
H 0.692560 -4.729464 0.085623 -0.02 0.09 0.10 0.430
H 1.129663 -3.423975 1.212500 0.01 -0.05 -0.05 0.359
H 1.271137 -1.318946 1.314431 -0.06 -0.04 0.01 0.421
H 2.437771 0.781052 1.376474 0.03 0.08 0.06 0.380
H 3.051184 2.792053 0.891473 0.06 0.02 -0.09 0.305
H 4.366368 3.600434 0.015556 -0.12 -0.10 0.10 0.315
H 6.019102 2.017950 0.960127 0.10 0.00 -0.01 0.302
H 5.132488 2.829283 2.259544 0.02 0.06 0.12 0.353
H 4.748007 1.156658 1.826430 0.02 -0.06 0.08 0.302
```
Forces are in eV/Å.



Computed, not measured: an isolated molecule of C15H25O in a non-equilibrium geometry, with ωB97M-V with the def2-TZVPD basis set.

As for the spin multiplicity: 2. For the HOMO-LUMO gap (spin up / spin down), the calculation gives 7.523 / 8.878 eV. For the energy above the lowest of the compared OMol25 structures with the same formula, charge and spin, the calculation gives 161.6 kJ/mol.

Structure (XYZ):
```
41
Properties=species:S:1:pos:R:3:forces:R:3:mulliken_charge:R:1
H 0.967585 0.518801 0.974577 2.03 -1.10 -1.66 0.288
C 1.408368 0.158478 -0.128107 0.01 0.02 -0.20 0.864
C 2.414309 -0.917145 -0.650181 0.68 -1.51 1.18 -1.016
C 3.615893 -0.210431 -1.271470 0.80 0.08 -0.30 -0.742
C 3.623511 1.201495 -0.707854 1.14 -0.25 -0.65 -0.669
C 2.175597 1.456278 -0.483712 -1.57 3.65 0.44 0.129
O 1.815003 2.669412 -0.452089 2.47 -3.26 -0.08 -0.671
C 0.055117 -0.428290 -0.591932 -0.27 0.05 -0.46 -1.260
C -0.745796 -0.882738 0.662083 -0.88 -0.12 -0.40 0.075
C -1.751355 -2.024749 0.452284 0.67 0.14 0.18 -0.223
C -2.700859 -1.443839 -0.599157 0.02 0.10 -0.03 -0.875
C -2.649926 0.111802 -0.347459 -0.59 -0.46 -0.03 -0.848
C -1.670121 0.321174 0.845832 0.43 -0.45 -0.32 -0.536
C -0.698283 1.482651 0.852208 -3.14 1.66 -0.01 1.101
C -0.746331 2.444306 -0.278716 1.45 0.90 -0.26 -1.548
C -0.676446 2.139830 2.177057 0.79 0.18 0.77 -1.595
C -1.187213 -3.427325 0.241744 -0.16 -0.39 -0.03 -1.667
H 2.667338 -1.637185 0.178345 0.12 0.58 -0.84 0.299
H 1.992602 -1.529326 -1.487422 -0.06 0.49 1.11 0.167
H 4.557721 -0.771435 -1.184959 -0.26 0.24 0.17 0.342
H 3.460492 -0.064034 -2.350630 -0.14 -0.41 0.18 0.318
H 4.232581 1.303667 0.217972 -0.58 0.05 -0.44 0.269
H 3.985743 1.932473 -1.473575 -0.17 -0.41 0.93 0.349
H -0.404073 0.392972 -1.135521 -0.52 -0.65 0.08 -0.009
H 0.075909 -1.276462 -1.291615 0.68 0.34 0.15 0.827
H -0.094298 -1.057843 1.531465 -0.01 -0.04 -0.30 0.633
H -2.315697 -2.066681 1.395600 0.10 0.03 -0.06 0.527
H -2.339076 -1.667299 -1.620613 -0.23 -0.03 0.41 0.261
H -3.705834 -1.885031 -0.468687 0.35 0.34 -0.30 0.423
H -2.324077 0.611814 -1.272144 -0.31 -0.11 0.54 0.128
H -3.658488 0.461457 -0.107529 0.21 0.22 -0.03 0.529
H -2.243441 0.270927 1.785047 0.22 0.02 -0.14 0.753
H 0.337474 2.824726 -0.380804 -2.13 -0.59 -0.22 0.284
H -1.048386 2.056482 -1.277164 -0.15 0.63 0.88 0.387
H -1.209813 3.391173 0.036219 -0.71 -0.32 -0.31 0.499
H 0.211125 2.754714 2.361355 0.14 -0.18 -0.07 0.293
H -1.501669 2.859066 2.266167 -0.25 -0.27 0.10 0.418
H -0.744479 1.362896 2.949343 -0.03 0.43 0.17 0.376
H -0.900546 -3.676694 -0.791882 -0.11 0.29 0.21 0.308
H -0.307891 -3.624146 0.880011 -0.35 0.17 -0.16 0.365
H -1.972250 -4.135937 0.545926 0.33 -0.06 -0.22 0.448
```
Forces are in eV/Å.